No. 1
Density functional theory data (ωB97M-V/def2-TZVPD) for a structure of composition C64H54CsO2P3Si in a non-equilibrium geometry.

The calculation puts the LUMO energy (spin up / spin down) at 3.0 / 3.0 eV. As for the HOMO-LUMO gap (spin up / spin down): 2.281 / 2.279 eV. The highest occupied orbital energy (spin up / spin down) is 0.713 / 0.715 eV. Its energy relative to the best compared isomer or geometry (same formula, charge and spin) is 63.6 kJ/mol. Its charge is -2. Its total energy is -107621.1175 eV.

Element x y z (Å)
C (4.5248, -0.2706, 2.3879)
C (0.1571, 4.7413, -0.0326)
H (2.3855, -0.6722, 4.7268)
Si (2.6828, -0.6311, 0.2658)
C (2.3465, 0.9173, -0.8923)
H (3.5918, -5.1559, -1.0131)
C (3.3898, 0.2516, 1.8140)
C (-0.4788, -0.8627, -3.3187)
H (-4.8745, 0.8049, -2.4738)
C (1.2840, 1.9530, -2.8460)
C (0.9420, 5.7626, 2.0141)
H (3.3561, -5.0840, 1.7357)
C (2.0562, -4.1500, 4.7416)
C (-1.4501, -1.4260, -2.5200)
H (3.5461, 2.3007, 0.2829)
P (1.2499, -0.8622, -2.7686)
C (0.5202, 5.8806, 0.7027)
C (5.4908, -4.1144, -1.3203)
C (3.5236, 2.1578, 3.3688)
H (-6.4592, 3.0840, -2.3425)
C (5.3920, 0.6384, 3.1073)
O (-4.6456, 0.8660, -1.5646)
H (0.5484, -2.6403, 4.9624)
H (0.4858, 6.8889, 0.2958)
C (1.9330, 3.1883, -2.6128)
H (2.1266, -4.2401, 5.8214)
C (2.8243, 1.3566, 2.4555)
C (5.5049, -1.6969, -0.8041)
H (0.3884, -5.2291, -3.7980)
H (0.6055, 1.7827, -3.6867)
H (-5.5527, 0.9572, -0.9707)
C (3.6375, -0.3323, -6.7695)
C (0.2486, -5.0867, -2.6960)
H (-9.9391, 4.2612, 0.9803)
H (-0.1238, 0.4171, -5.1021)
C (1.9435, -3.4341, 1.9664)
H (4.9566, -1.1953, 2.0540)
H (-1.5484, -6.3118, -2.6346)
H (-0.1416, 4.8894, -1.0848)
H (-0.0951, -4.8110, 1.1272)
C (3.5341, -3.0591, -0.5281)
C (4.0652, 0.1294, -5.5600)
C (1.5298, 0.8220, -2.0226)
H (-1.0867, 3.1282, 4.0937)
H (1.7964, -3.6447, -2.5746)
H (-8.3478, 0.0574, 2.5302)
H (-1.3654, 3.3946, 6.5511)
C (1.7858, -1.3947, -5.5744)
C (-0.0862, -4.8346, 0.0444)
C (1.1467, -3.1827, 4.2502)
C (-8.4857, 2.8118, 0.3961)
H (1.3875, 4.4115, 3.5991)
H (-4.1932, -0.4150, -4.3410)
H (6.3690, 0.2387, 3.3508)
O (-3.6253, -2.6351, 0.6199)
H (5.0705, 0.5091, -5.4531)
C (-9.0681, 4.7686, -0.9637)
H (5.5057, 2.5637, 4.0942)
H (-3.3085, -3.4913, 0.9032)
H (2.0024, -1.4317, -7.6898)
C (2.9635, 2.1715, -0.6568)
H (3.4726, 0.6045, -3.5034)
H (1.3615, 0.0227, 7.1400)
C (-3.1740, -0.5887, -4.0033)
C (2.8205, -4.4144, 2.4556)
C (6.1849, -2.8817, -1.2521)
C (-0.8033, -5.7594, -2.0453)
C (-9.1288, 4.0882, 0.2890)
H (-2.4340, 0.6474, -5.6013)
C (-0.8421, -0.1594, -4.4972)
H (1.9844, 0.1177, 4.6418)
C (2.4441, -1.0415, -6.7635)
C (4.8997, 1.8627, 3.5577)
H (6.0211, -4.9864, -1.7895)
H (5.9933, -0.7349, -0.7622)
C (-8.8396, 1.9400, 1.4397)
C (2.1156, -0.7321, -4.3932)
H (-4.5047, -2.8338, 0.2807)
C (2.7151, 3.2788, -1.4941)
C (0.5507, 1.7325, 4.2105)
C (-7.2861, 3.2379, -1.6287)
H (0.9898, -2.1326, -5.5704)
H (-9.7021, 2.1596, 2.0719)
H (2.9967, 2.8888, 3.9605)
C (-6.6473, 1.2899, -0.1469)
P (0.9793, 1.6159, 2.4262)
H (0.2249, 2.5357, -0.0408)
C (-8.1843, 4.2794, -1.9757)
H (-6.5630, -0.5277, 1.0535)
H (1.2679, 6.6420, 2.5982)
H (7.2018, -2.8502, -1.5908)
C (3.2276, 0.0749, -4.4041)
C (2.9174, -4.7685, 3.8061)
H (-8.0462, 4.7731, -2.9141)
H (4.2117, -0.2024, -7.6837)
C (4.1875, -4.2484, -0.9021)
C (-0.4570, 2.5636, 4.8074)
C (0.8732, 0.7275, 6.4299)
H (0.3183, -2.0928, 2.5524)
C (1.0650, -2.8320, 2.9196)
C (-0.9920, -5.6051, -0.7020)
C (0.4093, 3.4693, 0.4934)
H (3.7042, -5.4163, 4.2066)
C (-8.1748, 0.7142, 1.6537)
C (1.0581, -4.2105, -2.0124)
C (-7.3494, 2.4369, -0.4121)
H (-9.6391, 5.7033, -1.0409)
H (-1.8649, -6.1385, -0.2992)
H (-3.5478, -1.6922, -2.0871)
C (4.1586, -1.8112, -0.5093)
C (-2.8436, -1.2670, -2.8310)
C (0.0467, 1.6543, 7.0129)
H (-0.1724, 1.7652, 8.0900)
C (-0.5773, 2.6430, 6.1953)
P (1.8944, -2.8309, 0.2115)
Cs (-3.0959, 0.3085, 1.1157)
C (0.8337, 3.3609, 1.8258)
C (-2.1483, -0.0254, -4.7918)
C (0.8834, -4.0465, -0.6174)
C (1.0855, 0.7876, 5.0581)
C (-7.0345, 0.4584, 0.8107)
H (3.1945, 4.1859, -1.2499)
C (1.1097, 4.4909, 2.5631)
H (1.8712, 3.9238, -3.3831)
H (-1.1451, -1.9651, -1.6067)

No. 2
Density functional theory data (ωB97M-V/def2-TZVPD) for a structure of composition C64H55BrN6O6SiTc.

The calculation puts the LUMO energy (spin up / spin down) at -1.0 / -1.0 eV. As for the HOMO-LUMO gap (spin up / spin down): 5.433 / 5.812 eV. Its multiplicity is 4. The highest occupied orbital energy (spin up / spin down) is -6.474 / -6.792 eV. Its charge is 0. Its total energy is -168607.5376 eV.

Element x y z (Å)
H (-4.5813, 0.0580, 4.7298)
H (2.7142, 1.5369, 9.9962)
H (1.3564, -2.1758, 1.4017)
C (1.7645, 0.0016, 4.6975)
C (-3.0832, 7.2005, -0.8577)
C (0.7924, 2.2554, 2.1075)
C (0.3414, 5.4012, -2.4211)
H (4.1664, 2.4109, -5.1823)
H (-5.5851, 0.1931, 0.5668)
C (5.9658, -1.4471, -1.5690)
C (-1.1321, 6.5762, 1.0113)
C (1.4949, -2.9564, 0.6495)
O (-0.8647, 0.5834, 0.5033)
C (-0.8967, 3.7201, 2.1091)
H (3.6135, 2.3157, 8.6761)
C (6.7507, -3.6094, -2.2643)
H (-3.7177, 0.9156, -4.0315)
H (-1.7718, 3.2803, -3.2850)
C (2.5521, 5.3621, -9.7913)
C (2.0348, 1.2172, -3.6505)
N (2.3302, 0.3791, 0.4132)
H (2.5766, 3.1278, 6.8046)
C (-0.3021, 3.6016, 0.8021)
H (8.9930, -3.1544, -3.5556)
H (-3.8599, 7.4158, -1.5796)
Si (0.3228, -2.7107, -0.7660)
C (-2.8091, 8.0830, 0.1809)
C (-4.2903, 9.7148, -0.6868)
H (4.8717, 3.3258, -7.3656)
C (1.1492, 3.4557, -3.1812)
H (-0.3578, 6.3449, 1.7319)
H (1.2516, -3.9174, 1.1180)
H (-1.9989, 2.9705, -1.5611)
C (4.1609, -0.8168, 1.1074)
H (-5.1985, 9.1093, -0.7376)
H (1.3930, 5.3770, -4.3349)
C (-5.2384, 0.1277, 2.6865)
C (-4.2859, 0.0519, 3.6892)
C (-2.5191, -0.0164, 2.0359)
O (2.2820, 0.8000, 8.1771)
H (-3.7870, 9.6902, -1.6564)
C (1.8862, -0.1141, 6.0671)
C (2.0969, 2.9433, -5.4190)
H (1.5073, -0.8661, 4.0986)
Tc (0.7272, 0.8945, -0.7731)
C (0.1207, 4.3261, -1.4873)
H (-1.7189, -2.5291, 0.6184)
N (0.2429, -1.0543, -1.3843)
N (2.1008, 0.7384, -2.3539)
O (-0.2393, -0.7333, 2.2117)
H (-3.2679, -1.5242, -4.3099)
H (2.3387, 3.3140, 4.3740)
C (1.5756, 4.0462, -7.5203)
H (1.4477, -3.3340, -2.9171)
O (3.3942, 4.4807, -9.0656)
C (-2.6228, -0.9185, -3.6844)
C (2.8873, -0.3913, -2.4065)
H (3.7296, -1.5893, -4.0975)
H (1.8930, 2.6986, 8.9355)
O (-3.4302, 9.2766, 0.3496)
C (-3.4986, 0.0752, 1.0432)
C (9.0071, -4.0052, -2.8712)
C (3.1673, -0.7283, -3.7697)
H (9.5689, -4.8179, -3.3206)
H (-4.5566, 10.7398, -0.4477)
H (-2.5694, 5.3400, -1.7809)
C (3.4304, 2.8600, -5.8384)
C (0.8125, -3.8468, -2.1870)
H (6.1732, -0.4133, -1.3139)
C (2.3451, 2.2436, 6.2271)
N (0.6819, 2.6435, 0.8109)
H (-1.6629, 8.4407, 1.9458)
C (-1.3604, 5.6916, -0.0495)
C (1.9233, 1.2377, 4.0621)
C (1.7518, 1.3577, 2.5949)
H (-2.1283, -3.2163, -0.9580)
H (-0.0611, -4.2350, -2.7199)
C (-1.3778, -3.2124, -0.1637)
C (2.6300, 0.2528, -4.5328)
H (3.3910, -3.6056, -1.8519)
C (7.0170, -2.2906, -1.9158)
C (4.6520, -1.8968, -1.5519)
C (-0.5225, 4.4815, -0.2494)
C (-1.5834, -1.5052, -3.0093)
H (-6.2879, 0.1908, 2.9498)
C (-0.2028, 2.8962, 2.9260)
H (9.4903, -3.7084, -1.9377)
C (1.7037, 2.5050, -4.0496)
C (-2.9367, -0.0288, 3.3667)
H (8.0281, -1.9068, -1.9140)
C (-1.0717, -0.1059, 1.5843)
C (-2.3526, 6.0229, -0.9677)
H (-3.3809, 2.8550, -2.6657)
C (2.1814, 1.0067, 6.8403)
H (5.0156, -1.4728, 1.0492)
H (4.0511, -0.1824, 3.1973)
H (2.6486, 0.3363, -5.6083)
H (-1.7424, 4.3440, 2.3572)
H (0.8314, 4.4892, -8.1686)
C (-0.7743, -0.6874, -2.1983)
C (1.1855, 3.5310, -6.2897)
Br (-1.7323, -0.0709, 4.8297)
H (0.0766, 6.4349, -2.2585)
H (0.1394, 3.5731, -6.0086)
H (3.1603, 5.7758, -10.5900)
C (3.3327, -0.4673, -0.0079)
H (-0.3582, 2.7108, 3.9785)
H (1.6993, 4.8381, -10.2297)
H (5.2573, -5.1198, -2.4766)
C (-2.3123, 2.6692, -2.5545)
C (2.5191, 0.5711, 1.7656)
C (2.9110, 3.9855, -7.8975)
C (2.2056, 2.3479, 4.8469)
C (2.6465, 1.9083, 8.9786)
O (7.7004, -4.5038, -2.6440)
H (1.7370, -1.0647, 6.5665)
H (2.1885, 6.1711, -9.1531)
C (3.8342, 3.3722, -7.0553)
C (4.4086, -3.2332, -1.8730)
H (-3.1732, 0.0862, 0.0112)
N (0.6301, 3.1612, -1.9598)
C (-4.8454, 0.1353, 1.3567)
N (-0.9726, 0.6513, -2.1520)
C (3.5357, -0.9291, -1.2971)
C (-2.8720, 0.4486, -3.5462)
C (-2.0308, 1.2132, -2.7631)
H (1.3610, -4.7141, -1.8000)
H (-1.3439, -4.2162, 0.2724)
H (2.5414, -2.9876, 0.3482)
C (1.0032, 4.8626, -3.4709)
C (3.6651, -0.1794, 2.1907)
C (-1.8450, 7.7524, 1.1295)
C (5.4425, -4.0823, -2.2234)
H (-1.3826, -2.5632, -3.0878)